Below is 6 unconnected molecules or ions with the total composition C18H48O6 at a distorted geometry, with properties calculated with ωB97M-V with the def2-TZVPD basis set.

Each line ends with the Mulliken charge.
CARTESIAN COORDINATES (ANGSTROEM)
1 C -1.8972 5.4421 5.8169  -1.24
2 C -1.6311 4.8829 4.4541  0.56
3 C -0.2167 4.3884 4.2171  -0.97
4 O -2.5207 3.7255 4.3228  -0.57
5 H -2.9466 5.6476 6.0348  0.33
6 H -1.3912 6.3953 5.9962  0.37
7 H -1.6103 4.7924 6.6476  0.22
8 H -1.8186 5.6643 3.7160  0.31
9 H 0.1700 3.8452 5.0810  0.12
10 H 0.4816 5.1688 3.9193  0.46
11 H -0.3603 3.6555 3.4207  0.15
12 H -1.9463 3.0265 4.6636  0.33
13 C -1.8877 -2.3909 -3.7920  -1.02
14 C -2.0863 -3.7982 -3.1326  0.15
15 C -1.4829 -3.8490 -1.6973  -0.66
16 O -3.5120 -3.8973 -3.0663  -0.58
17 H -2.5256 -2.1460 -4.6385  0.37
18 H -0.8640 -2.2400 -4.1502  0.33
19 H -1.9996 -1.6126 -3.0337  0.16
20 H -1.7879 -4.6064 -3.7973  0.34
21 H -1.9371 -3.0897 -1.0613  0.29
22 H -0.4157 -3.6553 -1.8090  -0.05
23 H -1.6919 -4.8331 -1.2799  0.35
24 H -3.8407 -3.2418 -2.4451  0.35
25 C -0.5682 1.8345 -5.2084  -0.82
26 C 0.2880 2.1956 -6.4177  0.35
27 C 1.6804 2.8016 -6.0407  -1.20
28 O 0.5568 0.9601 -7.0426  -0.55
29 H -0.9489 2.7680 -4.7925  0.39
30 H 0.0329 1.3390 -4.4486  -0.02
31 H -1.3591 1.1781 -5.5666  0.31
32 H -0.2093 2.8389 -7.1476  0.26
33 H 2.2849 2.8978 -6.9444  0.37
34 H 2.2494 2.1933 -5.3385  0.28
35 H 1.5768 3.8051 -5.6222  0.34
36 H 0.9907 1.0441 -7.8948  0.32
37 C 0.3310 0.1694 4.8073  -1.16
38 C -0.7445 0.3728 5.8818  0.40
39 C -0.2003 1.2233 7.0414  -1.15
40 O -1.7374 1.1552 5.2965  -0.50
41 H 1.2380 -0.3318 5.1436  0.43
42 H 0.5854 1.1170 4.3282  0.18
43 H -0.1132 -0.3587 3.9594  0.27
44 H -1.0989 -0.5846 6.2693  0.35
45 H 0.6582 0.6962 7.4593  0.41
46 H -0.9774 1.4302 7.7761  0.31
47 H 0.1308 2.1921 6.6668  0.17
48 H -2.5348 0.7374 4.9644  0.23
49 C 2.7686 -3.6845 -0.7388  -0.97
50 C 3.5994 -4.7868 -1.3815  0.37
51 C 2.7353 -5.9800 -1.8561  -1.30
52 O 4.3409 -4.3124 -2.4544  -0.55
53 H 2.2878 -3.9674 0.1972  0.43
54 H 2.0519 -3.1983 -1.4038  -0.01
55 H 3.4731 -2.8783 -0.5170  0.37
56 H 4.2915 -5.1962 -0.6426  0.29
57 H 3.2987 -6.8394 -2.2259  0.34
58 H 2.1323 -5.7105 -2.7293  0.30
59 H 2.0521 -6.3965 -1.1145  0.35
60 H 3.7531 -4.3134 -3.2165  0.36
61 C 0.4125 -0.6866 0.0187  -0.90
62 C -0.4833 0.4724 -0.4694  0.47
63 C -0.0078 1.7729 0.0903  -1.48
64 O -0.3539 0.5599 -1.8884  -0.35
65 H -0.1150 -1.6287 -0.1473  0.02
66 H 0.6341 -0.5855 1.0802  0.25
67 H 1.3064 -0.8198 -0.5920  0.40
68 H -1.5335 0.4469 -0.1748  0.29
69 H -0.5818 2.6450 -0.2248  0.38
70 H 1.0221 1.9473 -0.2311  0.34
71 H -0.0538 1.7807 1.1823  0.28
72 H 0.5766 0.4105 -2.0769  0.26

* electronic energy: -1165.97634 Eh
* HOMO energy: -0.36190 Eh

Below is a molecular structure, C18H50BaO16 at a distorted geometry, with properties calculated with ωB97M-V with the def2-TZVPD basis set.

Each line ends with the Mulliken charge.
CARTESIAN COORDINATES (ANGSTROEM)
1 Ba 5.2106 1.7144 -2.1513  1.01
2 C -1.8814 0.3017 -0.5340  -0.64
3 C -0.4920 0.6840 -0.4485  0.47
4 C 0.3386 -0.0150 0.7494  0.62
5 O 1.5688 0.2134 0.8731  -0.73
6 C -0.3178 -1.0230 1.6137  -0.47
7 C -1.6392 -1.3633 1.3659  0.42
8 C -2.4623 -0.6547 0.2801  0.45
9 O -3.7579 -0.7959 0.1563  -0.67
10 O -2.1291 -2.2212 2.2044  -0.64
11 O 0.1838 1.4149 -1.2219  -0.74
12 H -2.5084 0.8040 -1.2558  0.46
13 H 0.2910 -1.4609 2.3909  0.48
14 C -3.8550 0.4281 -7.7715  -0.47
15 O -3.2352 1.6858 -8.0693  -0.51
16 H -4.4679 0.4233 -6.8702  0.23
17 H -4.5564 0.2252 -8.5809  0.21
18 H -3.1608 -0.4113 -7.7299  0.24
19 H -2.8747 2.1956 -7.3401  0.30
20 C 0.7392 -3.7859 9.1470  -0.47
21 O -0.1228 -3.7537 10.2407  -0.50
22 H 1.6999 -3.4580 9.5443  0.22
23 H 0.9059 -4.7414 8.6496  0.23
24 H 0.4573 -3.0547 8.3893  0.21
25 H 0.3525 -3.6164 11.0634  0.32
26 C 3.4374 -3.8988 -2.4687  -0.49
27 O 3.8375 -2.7804 -3.2143  -0.51
28 H 4.1573 -4.6949 -2.6590  0.26
29 H 3.3247 -3.5987 -1.4269  0.19
30 H 2.5071 -4.3076 -2.8631  0.24
31 H 3.8480 -3.0707 -4.1293  0.30
32 C -2.9378 5.4356 -4.6050  -0.54
33 O -1.6440 4.8745 -4.7987  -0.49
34 H -3.7160 4.6875 -4.4531  0.24
35 H -2.9270 6.1787 -3.8077  0.29
36 H -3.1285 5.8686 -5.5869  0.20
37 H -1.3677 4.5218 -3.9497  0.30
38 C -3.5569 -5.0083 -3.6176  -0.54
39 O -3.3093 -6.0882 -2.7713  -0.49
40 H -4.4113 -4.3522 -3.4518  0.25
41 H -2.7247 -4.3116 -3.7183  0.24
42 H -3.6205 -5.4693 -4.6033  0.24
43 H -2.7618 -6.6987 -3.2705  0.30
44 C 1.2477 -6.7611 2.1365  -0.51
45 O 0.4352 -6.8237 3.2505  -0.49
46 H 1.7366 -7.7214 1.9729  0.24
47 H 0.7308 -6.5130 1.2095  0.23
48 H 1.9747 -5.9517 2.2034  0.21
49 H -0.2124 -6.1366 3.0770  0.32
50 C -8.6058 3.0236 -2.0751  -0.50
51 O -7.7515 2.0251 -2.6105  -0.50
52 H -9.5143 3.1251 -2.6688  0.22
53 H -8.9786 2.7453 -1.0893  0.25
54 H -8.0373 3.9534 -2.0592  0.22
55 H -7.2203 1.6605 -1.8988  0.31
56 C 1.4143 2.7974 5.9048  -0.45
57 O 1.6724 3.5962 7.0637  -0.52
58 H 1.5492 1.7423 6.1431  0.21
59 H 0.3918 2.9789 5.5738  0.24
60 H 2.0891 3.1498 5.1247  0.23
61 H 1.3693 4.4816 6.8496  0.30
62 C 2.6125 2.8790 -8.1524  -0.55
63 O 2.6298 2.1931 -6.8858  -0.49
64 H 3.2892 2.5267 -8.9309  0.25
65 H 1.6204 2.6500 -8.5415  0.24
66 H 2.6973 3.9625 -8.0689  0.25
67 H 1.9816 2.6238 -6.3237  0.30
68 C 5.3273 -2.7878 4.7612  -0.44
69 O 5.1564 -2.5428 3.3536  -0.50
70 H 5.9574 -3.6465 4.9932  0.23
71 H 5.8794 -1.9353 5.1569  0.21
72 H 4.3282 -2.8863 5.1855  0.22
73 H 4.5712 -1.8044 3.1695  0.29
74 C -2.2933 5.5902 1.5666  -0.48
75 O -3.4532 5.0729 0.9739  -0.48
76 H -2.5304 6.5485 2.0286  0.23
77 H -1.8472 4.9164 2.2982  0.20
78 H -1.5988 5.7768 0.7475  0.23
79 H -3.2494 4.1521 0.7946  0.30
80 C 7.3458 2.4714 4.3710  -0.49
81 O 8.3317 1.8234 3.5215  -0.50
82 H 6.3786 2.1574 3.9784  0.23
83 H 7.4397 2.0292 5.3629  0.21
84 H 7.5020 3.5359 4.5456  0.27
85 H 8.3396 2.2990 2.6876  0.28

* electronic energy: -1944.58426 Eh
* HOMO energy: -0.21596 Eh

Below is 6 unconnected molecules or ions with the total composition C18H50Br2O27P6S2 at a distorted geometry, with properties calculated with ωB97M-V with the def2-TZVPD basis set.

Each line ends with the Mulliken charge.
CARTESIAN COORDINATES (ANGSTROEM)
1 O -1.5248 -0.2493 6.5975  -0.56
2 S -1.0599 -0.1745 5.2674  1.16
3 O -0.8799 1.1711 4.8930  -0.57
4 O 0.2711 -1.0465 4.8944  -0.37
5 C -0.2036 -2.2487 4.2505  0.25
6 Br 1.0887 -3.3350 3.2973  -0.01
7 P -0.8910 -3.2031 5.7874  0.41
8 O -1.7205 -4.5372 5.2866  -0.38
9 Br 0.9974 -3.9097 6.7993  -0.26
10 C -1.3555 -1.7122 3.3660  0.68
11 S -2.1795 -3.0890 2.4734  -0.05
12 C -0.9488 -0.6876 2.2221  -0.98
13 O -1.7362 0.4665 2.2630  -0.21
14 O -2.9956 0.1636 1.7137  -0.39
15 O -2.1408 -1.0012 4.3231  -0.36
16 H -2.6472 -4.3788 5.5320  0.33
17 H -1.3847 -3.4370 1.4376  0.12
18 H -1.0569 -1.1415 1.2346  0.59
19 H 0.0915 -0.3528 2.3147  0.26
20 H -3.6663 0.4253 2.3622  0.29
21 C -0.5115 3.8054 -1.4825  -0.75
22 O -1.7482 3.2098 -1.9438  -0.38
23 P -1.5938 2.0174 -3.1138  0.97
24 O -2.8747 2.2529 -3.8426  -0.66
25 O -1.6739 0.7964 -2.0587  -0.23
26 C -2.4789 0.8716 -0.8834  -0.62
27 O -0.8309 0.9818 -4.1870  -0.31
28 C 0.0106 1.6181 -5.1592  -0.75
29 H -0.7461 4.5455 -0.7227  0.29
30 H 0.1400 3.0431 -1.0462  0.34
31 H 0.0034 4.2979 -2.3071  0.34
32 H -3.4342 1.3608 -1.0767  0.36
33 H -1.9405 1.3975 -0.0994  0.28
34 H -2.6757 -0.1378 -0.5380  0.27
35 H 0.8275 2.1543 -4.6721  0.32
36 H -0.5694 2.3067 -5.7780  0.34
37 H 0.4365 0.8435 -5.7938  0.23
38 C 3.3582 9.1311 -1.7346  -0.68
39 O 2.5120 8.0347 -1.3327  -0.33
40 P 3.3020 6.6448 -0.8011  0.82
41 O 2.2948 5.6420 -1.2580  -0.43
42 O 3.1431 7.0417 0.7609  -0.30
43 C 2.0148 7.7543 1.2458  -0.59
44 O 4.5472 5.6326 -0.3494  -0.33
45 C 5.5176 5.3561 -1.3777  -0.75
46 H 2.7221 9.9593 -2.0375  0.24
47 H 3.9911 9.4551 -0.9029  0.34
48 H 3.9850 8.8394 -2.5793  0.26
49 H 1.0900 7.4173 0.7771  0.28
50 H 2.1470 8.8245 1.0857  0.23
51 H 1.9427 7.5805 2.3183  0.27
52 H 6.0087 6.2763 -1.6945  0.35
53 H 5.0431 4.8757 -2.2355  0.31
54 H 6.2679 4.6864 -0.9644  0.29
55 C -9.5063 -5.7729 6.6037  -0.76
56 O -8.2666 -5.4469 5.9449  -0.31
57 P -6.8632 -5.5631 6.8873  0.91
58 O -6.1320 -4.4861 6.1412  -0.56
59 O -6.5078 -7.0330 6.3011  -0.28
60 C -6.8989 -7.4436 4.9982  -0.61
61 O -5.6860 -5.8016 8.0621  -0.25
62 C -5.8575 -5.0489 9.2745  -0.75
63 H -10.3133 -5.6701 5.8821  0.24
64 H -9.4887 -6.8037 6.9721  0.34
65 H -9.6875 -5.0898 7.4356  0.32
66 H -6.7896 -6.6401 4.2702  0.32
67 H -7.9281 -7.8027 5.0084  0.23
68 H -6.2565 -8.2707 4.7002  0.26
69 H -6.7899 -5.3224 9.7707  0.33
70 H -5.8469 -3.9769 9.0658  0.34
71 H -5.0306 -5.2897 9.9386  0.24
72 C -1.4987 -8.2785 -3.2209  -0.75
73 O -2.0581 -7.3623 -2.2586  -0.33
74 P -1.2839 -7.2899 -0.7574  0.89
75 O -2.5205 -6.9719 0.0238  -0.60
76 O -0.4253 -5.9669 -1.1312  -0.25
77 C -0.9153 -4.9838 -2.0340  -0.66
78 O -0.2682 -7.5474 0.5511  -0.20
79 C -0.1697 -8.9083 1.0013  -0.78
80 H -2.0823 -8.2104 -4.1359  0.25
81 H -0.4588 -8.0187 -3.4431  0.34
82 H -1.5482 -9.3026 -2.8459  0.32
83 H -1.9804 -4.7990 -1.8932  0.34
84 H -0.7209 -5.2857 -3.0629  0.27
85 H -0.3748 -4.0564 -1.8481  0.26
86 H 0.2381 -9.5468 0.2160  0.33
87 H -1.1475 -9.2805 1.3143  0.35
88 H 0.5082 -8.9319 1.8514  0.23
89 C 5.7644 4.2434 -7.0896  -0.80
90 O 6.0325 5.3920 -6.2605  -0.25
91 P 7.6063 6.0199 -6.3333  0.92
92 O 7.6059 6.4938 -4.9088  -0.59
93 O 7.1593 7.1821 -7.3762  -0.29
94 C 5.8421 7.7118 -7.4030  -0.54
95 O 9.1870 6.4663 -6.6870  -0.26
96 C 10.1788 5.4430 -6.5016  -0.72
97 H 4.7231 3.9605 -6.9544  0.24
98 H 5.9335 4.4806 -8.1448  0.35
99 H 6.3990 3.4049 -6.7966  0.33
100 H 5.4368 7.8414 -6.3996  0.24
101 H 5.1875 7.0684 -7.9908  0.23
102 H 5.8819 8.6856 -7.8892  0.27
103 H 9.9873 4.5950 -7.1608  0.32
104 H 10.1976 5.1098 -5.4616  0.32
105 H 11.1480 5.8653 -6.7568  0.23

* electronic energy: -10739.53627 Eh
* HOMO energy: -0.31926 Eh

- Which of these has the highest HOMO energy?
  C18H50BaO16

- Which of these has the lowest HOMO energy?
  C18H48O6

- electronic energy of number 2 (C18H50BaO16)?
  -1944.58426 Eh